# C43H94Cl2N22O15

A cluster of 12 separate species, C43H94Cl2N22O15 in total (wB97M-V/def2-TZVPD, the Open Molecules 2025 dataset).

The geometry in XYZ format:
```
176
C43H94Cl2N22O15, DFT wB97M-V/def2-TZVPD
C 3.44 5.05 3.18
C 2.05 5.68 3.41
C 1.27 5.89 2.12
C 0.53 4.61 1.69
C -1.00 4.73 1.75
C -1.63 3.44 1.25
C -3.17 3.44 1.31
C -3.76 2.34 2.19
C -3.73 0.96 1.54
C -2.39 0.23 1.61
C -1.94 0.05 3.07
C -1.01 -1.14 3.30
C 0.47 -0.90 2.95
O 0.51 0.42 2.36
C 1.78 0.64 2.02
O 2.34 1.68 2.10
C 2.35 -0.69 1.54
C 2.67 -0.45 0.05
C 4.11 0.04 -0.08
C 4.49 0.29 -1.54
C 3.57 1.35 -2.11
C 2.63 1.00 -3.10
C 1.77 1.96 -3.62
C 1.86 3.28 -3.17
C 2.79 3.63 -2.19
C 3.64 2.67 -1.65
C 1.22 -1.75 1.88
O 0.53 -1.82 0.67
C -0.42 -2.86 0.47
C -0.43 -3.19 -1.01
O -1.37 -2.37 -1.71
C -0.83 -1.09 -1.99
C -1.73 -0.29 -2.89
C 2.00 -3.00 2.28
Cl 3.39 -3.35 1.27
C 1.73 -3.88 3.24
C 2.53 -5.10 3.57
Cl 0.33 -3.64 4.22
H 3.59 4.82 2.13
H 3.51 4.12 3.75
H 4.24 5.68 3.55
H 1.47 5.05 4.08
H 2.20 6.64 3.90
H 0.57 6.72 2.23
H 1.98 6.14 1.33
H 0.77 4.34 0.66
H 0.81 3.79 2.33
H -1.27 4.80 2.81
H -1.35 5.59 1.18
H -1.20 2.65 1.87
H -1.29 3.22 0.23
H -3.48 4.39 1.73
H -3.58 3.36 0.31
H -3.30 2.34 3.18
H -4.81 2.61 2.33
H -4.07 1.01 0.51
H -4.46 0.33 2.06
H -1.61 0.70 1.01
H -2.56 -0.79 1.24
H -2.86 -0.18 3.61
H -1.57 0.97 3.50
H -1.43 -2.01 2.82
H -1.04 -1.36 4.37
H 1.11 -0.80 3.83
H 3.25 -0.75 2.14
H 2.58 -1.36 -0.54
H 2.04 0.36 -0.31
H 4.74 -0.75 0.34
H 4.27 0.93 0.52
H 5.50 0.68 -1.58
H 4.44 -0.62 -2.12
H 2.60 -0.03 -3.44
H 1.04 1.66 -4.37
H 1.19 4.02 -3.59
H 2.85 4.66 -1.85
H 4.34 2.95 -0.87
H -0.19 -3.78 1.02
H -1.43 -2.54 0.71
H -0.74 -4.22 -1.18
H 0.56 -3.01 -1.44
H 0.16 -1.15 -2.45
H -0.72 -0.53 -1.06
H -1.15 0.54 -3.31
H -2.08 -0.88 -3.74
H -2.56 0.17 -2.36
H 3.40 -4.87 4.17
H 2.80 -5.64 2.67
H 1.90 -5.77 4.15
C 8.55 -0.12 -0.50
O 8.34 -0.68 -1.57
N 9.25 1.05 -0.42
N 8.10 -0.62 0.69
H 9.43 1.53 0.45
H 9.59 1.45 -1.27
H 7.58 -1.48 0.65
H 8.25 -0.18 1.58
C 6.98 -5.31 3.81
O 7.09 -4.54 4.75
N 6.05 -5.11 2.82
N 7.75 -6.42 3.68
H 5.92 -5.72 2.04
H 5.46 -4.31 2.91
H 8.44 -6.59 4.39
H 7.67 -7.07 2.91
C -1.28 -7.80 2.32
O -2.03 -8.73 2.06
N -0.26 -7.43 1.48
N -1.40 -7.04 3.46
H 0.36 -6.67 1.67
H -0.16 -7.95 0.62
H -2.12 -7.28 4.11
H -0.80 -6.26 3.63
C 5.53 -0.74 5.54
O 5.63 0.04 6.48
N 4.63 -0.52 4.51
N 6.28 -1.86 5.42
H 4.54 -1.14 3.73
H 4.07 0.31 4.56
H 6.94 -2.06 6.14
H 6.21 -2.52 4.66
C -6.90 3.93 0.22
O -6.09 4.25 1.07
N -7.41 4.83 -0.68
N -7.35 2.65 0.09
H -8.07 4.59 -1.39
H -7.10 5.79 -0.61
H -7.00 1.97 0.73
H -8.02 2.36 -0.61
C -6.88 -1.56 3.07
O -6.33 -0.49 3.29
N -7.93 -2.02 3.82
N -6.48 -2.39 2.05
H -8.39 -2.89 3.66
H -8.24 -1.43 4.57
H -5.72 -2.08 1.48
H -6.92 -3.27 1.85
C -5.68 5.70 -4.39
O -6.16 6.76 -4.03
N -5.55 4.63 -3.56
N -5.22 5.50 -5.66
H -5.14 3.75 -3.84
H -5.87 4.74 -2.62
H -5.29 6.27 -6.30
H -4.81 4.64 -5.97
C -1.67 3.18 -5.55
O -2.58 3.68 -4.89
N -0.67 3.94 -6.06
N -1.62 1.83 -5.81
H 0.09 3.58 -6.60
H -0.72 4.93 -5.86
H -2.36 1.27 -5.43
H -0.89 1.40 -6.34
C -1.90 7.83 -6.13
O -1.28 6.78 -6.22
N -2.93 7.98 -5.25
N -1.61 8.92 -6.90
H -3.46 8.82 -5.16
H -3.17 7.19 -4.68
H -0.86 8.83 -7.55
H -2.11 9.78 -6.84
C -1.58 -8.66 -1.86
O -0.45 -8.26 -1.59
N -2.31 -9.37 -0.97
N -2.16 -8.39 -3.07
H -3.24 -9.71 -1.13
H -1.88 -9.52 -0.07
H -1.61 -7.87 -3.74
H -3.08 -8.69 -3.33
C -0.93 -4.90 -4.64
O -0.82 -5.86 -5.39
N -0.58 -3.63 -5.01
N -1.41 -5.03 -3.37
H -0.66 -2.84 -4.40
H -0.23 -3.51 -5.94
H -1.66 -5.96 -3.08
H -1.52 -4.27 -2.72
```

Properties
SMILES ... CCCCCCCCCCCC[C@@H]1OC(=O)[C@H](CCCc2ccccc2)[C@@]1(OCCOCC)/C(Cl)=C(/C)Cl.NC(N)=O.NC(N)=O.NC(N)=O.NC(N)=O.NC(N)=O.NC(N)=O.NC(N)=O.NC(N)=O.NC(N)=O.NC(N)=O.NC(N)=O
Energy ... -134667.107 eV
Highest occupied orbital energy ... -8.90 eV
F_max ... 2.64 eV/Å
Lowest unoccupied orbital energy ... -0.1 eV
Frontier orbital gap ... 8.8 eV

Mulliken atomic charge list, values in e, 2 entries: C -0.789; C -0.583